(P)
A structure of composition C28H33N6O3PSr, computed with ωB97M-V/def2-TZVPD.

Properties
LUMO	-0.08	eV

Geometry as ORCA input:
```
! RIJCOSX wB97M-V def2-TZVPD def2/J DEFGRID3
* xyz 0 1
Sr -0.1963 -0.4376 1.3119
C -0.5215 1.4314 3.5437
C -0.0728 0.2413 4.1440
C -1.0990 -0.7211 4.0200
C -2.1814 -0.1200 3.3471
C -1.8227 1.2094 3.0456
H 0.0125 2.3706 3.5176
H 0.8807 0.1043 4.6355
H -1.0940 -1.7298 4.4122
H -3.1258 -0.5953 3.1229
H -2.4487 1.9530 2.5712
N 3.0673 -3.1593 3.7110
C 1.8641 -2.5771 3.6407
N 1.7789 -1.8867 2.5275
C 2.9941 -2.0775 1.9464
N 3.8100 -2.8473 2.6333
C 3.3256 -1.4899 0.6426
C 4.4549 -1.8834 -0.0716
N 4.7128 -1.4112 -1.2817
C 3.8315 -0.5482 -1.7799
C 2.7185 -0.1385 -1.0633
N 2.4634 -0.6007 0.1560
H 3.4423 -3.7558 4.4283
H 1.0990 -2.6724 4.3931
H 5.1456 -2.6014 0.3521
H 4.0190 -0.1664 -2.7759
H 2.0218 0.5832 -1.4695
C -4.7626 -0.2316 -0.4488
C -4.8923 -1.2504 -1.3815
C -3.8141 -2.0710 -1.6367
C -2.6013 -1.8855 -0.9561
N -2.4938 -0.8949 -0.0545
C -3.5414 -0.1019 0.1805
C -1.4015 -2.7454 -1.1950
C -1.5129 -3.8127 -2.0981
C -0.4393 -4.6479 -2.3456
C 0.7548 -4.4179 -1.6773
C 0.8441 -3.3547 -0.7886
C -0.2030 -2.4632 -0.5003
H -5.5765 0.4394 -0.2131
H -5.8262 -1.4025 -1.9085
H -3.9150 -2.8557 -2.3690
H -3.3822 0.6803 0.9124
H -2.4379 -4.0212 -2.6198
H -0.5374 -5.4697 -3.0440
H 1.6080 -5.0659 -1.8487
H 1.8041 -3.2339 -0.2894
C -1.1528 4.8365 -2.7443
C -0.1368 5.0213 -1.6381
O 0.4014 3.7609 -1.2060
P -0.3949 2.9793 -0.0069
O -1.2701 1.8735 -0.7853
C -0.7817 1.0884 -1.9031
C -1.8908 0.9477 -2.9166
O 0.8428 1.9699 0.4167
C 1.8619 2.5139 1.2847
C 3.0685 2.9976 0.5112
H -1.4991 5.8074 -3.1015
H -2.0172 4.2744 -2.3879
H -0.7113 4.2972 -3.5831
H -0.5828 5.5390 -0.7832
H 0.7156 5.6076 -1.9799
H -0.4788 0.1044 -1.5315
H 0.0866 1.5898 -2.3344
H -2.7810 0.5260 -2.4511
H -1.5725 0.2777 -3.7169
H -2.1468 1.9148 -3.3506
H 2.1296 1.7167 1.9796
H 1.4262 3.3263 1.8742
H 3.5450 2.1792 -0.0267
H 3.7977 3.4156 1.2076
H 2.7880 3.7675 -0.2056
*
```

---

(Q)
A structure of composition C28H33N6O3PSr, computed with ωB97M-V/def2-TZVPD.

Properties
LUMO	0.49	eV

Geometry as ORCA input:
```
! RIJCOSX wB97M-V def2-TZVPD def2/J DEFGRID3
* xyz 0 1
Sr -0.2843 0.6861 -0.5096
C 0.6545 1.8704 3.1344
C 2.0799 1.5518 2.8293
C 2.4207 2.5254 1.7568
C 1.3013 3.1861 1.3882
C 0.2009 2.7889 2.2549
H 0.0791 1.3829 3.9060
H 2.7627 1.4358 3.6681
H 3.3930 2.6020 1.2928
H 1.2271 3.9030 0.5829
H -0.8116 3.1520 2.1649
N 0.7915 -3.0576 -2.4063
C 1.4655 -2.1299 -1.5151
N 0.9913 -0.8311 -1.9009
C 0.2122 -1.0964 -2.9845
N 0.0662 -2.3199 -3.3784
C -0.4932 -0.0077 -3.7223
C -0.9727 -0.2127 -5.0179
N -1.5979 0.7389 -5.6912
C -1.7554 1.9058 -5.0641
C -1.3012 2.1204 -3.7776
N -0.6626 1.1597 -3.1041
H 1.3976 -3.7235 -2.8646
H 1.2090 -3.2419 0.1176
H -0.8316 -1.1796 -5.4825
H -2.2688 2.6969 -5.5971
H -1.4745 3.0566 -3.2621
C -4.2702 -1.7086 0.9333
C -5.2328 -0.7165 1.0497
C -4.9426 0.5625 0.6212
C -3.6895 0.8570 0.0760
N -2.7514 -0.1086 -0.0005
C -3.0473 -1.3466 0.4051
C -3.3456 2.2356 -0.4074
C -4.3950 3.0470 -0.8541
C -4.1491 4.3452 -1.2661
C -2.8495 4.8324 -1.2112
C -1.8263 3.9971 -0.7778
C -2.0010 2.6608 -0.3738
H -4.4517 -2.7282 1.2417
H -6.2031 -0.9379 1.4765
H -5.6724 1.3520 0.7237
H -2.2555 -2.0810 0.2822
H -5.4096 2.6690 -0.9063
H -4.9610 4.9661 -1.6238
H -2.6384 5.8516 -1.5152
H -0.8253 4.4318 -0.7773
C 5.4150 -1.5687 1.9398
C 4.3382 -0.6830 2.5112
O 3.3375 -0.4855 1.4953
P 1.8328 -0.0146 1.8431
O 1.4164 -1.0844 3.0095
C 0.1112 -1.6826 2.8611
C 0.1152 -3.0291 3.5373
O 1.0056 -2.3314 -0.1291
C 2.9876 -2.2455 -1.5291
C 3.5351 -3.5815 -1.0449
H 6.2223 -1.7001 2.6620
H 5.8371 -1.1338 1.0336
H 5.0131 -2.5509 1.6921
H 4.7359 0.2948 2.7969
H 3.8757 -1.1369 3.3898
H -0.1140 -1.7838 1.7957
H -0.6336 -1.0182 3.3077
H 0.8577 -3.6846 3.0816
H -0.8635 -3.5006 3.4337
H 0.3397 -2.9328 4.5993
H 3.3767 -1.4364 -0.9092
H 3.3099 -2.0491 -2.5551
H 3.3472 -3.7314 0.0213
H 4.6160 -3.6391 -1.1798
H 3.1037 -4.4337 -1.5774
*
```

---

In terms of stability, (P) leads; the second structure lies 44.0 kcal/mol higher.

---

(P)
A structure of composition C34H40GeN6O4S2Ti, computed with ωB97M-V/def2-TZVPD.

Properties
LUMO (alpha / beta)	-6.47 / -6.46	eV

Geometry as ORCA input:
```
! RIJCOSX wB97M-V def2-TZVPD def2/J DEFGRID3
* xyz 2 1
Ti -0.0363 -0.1096 -0.0586
C -0.5048 1.2188 -3.2455
C 0.6446 1.2000 -2.4546
C 0.7200 2.0350 -1.3378
C -0.3590 2.8726 -1.0111
C -1.4763 2.9075 -1.8222
C -1.5439 2.0857 -2.9427
H -0.5518 0.5994 -4.1280
H 1.5147 0.6563 -2.7783
H 1.6621 2.1856 -0.8387
H -0.2919 3.5276 -0.1529
H -2.2984 3.5719 -1.5827
H -2.4117 2.1280 -3.5909
N 2.1883 -0.6745 -0.0959
C 3.0255 0.2203 0.7529
C 4.1719 -0.5547 1.4149
C 4.8158 -0.0378 2.7111
C 5.4917 1.3519 2.7581
N 5.8543 1.9539 1.4537
C 5.5122 3.1768 1.0358
N 4.4498 3.7986 1.5275
N 6.2405 3.7614 0.0788
C 2.0849 0.9954 1.6691
O 2.5029 1.6810 2.5751
O 0.8331 0.9456 1.2852
H 2.0549 -1.5509 0.4114
H 2.6767 -0.9652 -0.9357
H 3.4353 0.9898 0.0956
H 4.9481 -0.7193 0.6614
H 3.7712 -1.5405 1.6535
H 5.5766 -0.7746 2.9748
H 4.0652 -0.0600 3.5021
H 6.4192 1.2614 3.3171
H 4.8653 2.0522 3.2953
H 6.6651 1.5615 1.0028
H 3.7566 3.2853 2.0431
H 4.2452 4.7463 1.2612
H 7.1552 3.4156 -0.1561
H 6.0098 4.6822 -0.2551
O -4.3559 0.5762 3.0671
C -4.7146 0.9658 1.8329
C -5.9531 1.5901 1.7032
C -6.4023 2.0055 0.4694
C -5.6316 1.8108 -0.6820
C -4.4060 1.2092 -0.5664
C -3.9164 0.7839 0.6856
C -2.5940 0.1919 0.7451
O -1.7703 0.2956 -0.3264
N -2.1746 -0.4170 1.8039
N -0.8687 -0.9364 1.6624
C -0.3805 -1.3815 2.7745
S 1.1682 -2.1567 2.8217
C 1.3547 -1.9309 4.6152
C -0.0107 -2.1933 5.2139
S -1.2326 -1.2469 4.2622
H -3.5203 0.0898 3.0107
H -6.5478 1.7203 2.5992
H -7.3745 2.4793 0.3872
H -6.0005 2.1272 -1.6502
H -3.7988 1.0271 -1.4439
H 1.6846 -0.9096 4.7922
H 2.1061 -2.6374 4.9645
H -0.0620 -1.8488 6.2456
H -0.2800 -3.2476 5.1721
Ge 0.3855 -2.2585 -2.7581
C -1.0082 -3.5858 -3.0626
C -1.8896 -3.3812 -4.1274
C -2.8815 -4.3138 -4.4082
C -3.0073 -5.4509 -3.6189
C -2.1436 -5.6641 -2.5501
C -1.1433 -4.7398 -2.2740
C 1.7198 -3.2910 -1.6874
C 1.5189 -3.7450 -0.3738
C 2.5151 -4.4372 0.3115
C 3.7300 -4.6994 -0.3108
C 3.9428 -4.2707 -1.6147
C 2.9479 -3.5664 -2.2924
H -0.2112 -1.5148 -0.9400
H -1.7971 -2.4956 -4.7484
H -3.5571 -4.1492 -5.2405
H -3.7781 -6.1801 -3.8418
H -2.2424 -6.5548 -1.9391
H -0.4610 -4.9257 -1.4521
H 0.5622 -3.5787 0.1159
H 2.3338 -4.7949 1.3216
H 4.5017 -5.2511 0.2159
H 4.8821 -4.4888 -2.1110
H 3.1388 -3.2305 -3.3090
*
```

---

(Q)
A structure of composition C34H40GeN6O4S2Ti, computed with ωB97M-V/def2-TZVPD.

Properties
LUMO	-6.05	eV

Geometry as ORCA input:
```
! RIJCOSX wB97M-V def2-TZVPD def2/J DEFGRID3
* xyz 2 1
Ti 0.1464 -0.8149 -0.2530
C 3.3378 -1.7234 1.0581
C 2.5495 -2.2923 0.0556
C 1.5165 -3.1679 0.3855
C 1.3029 -3.5111 1.7241
C 2.1157 -2.9803 2.7108
C 3.1268 -2.0762 2.3788
H 4.1436 -1.0516 0.7917
H 2.8161 -2.1256 -0.9778
H 0.9671 -3.6817 -0.3982
H 0.5423 -4.2382 1.9814
H 1.9893 -3.3011 3.7383
H 3.7845 -1.6893 3.1487
N -1.3839 -1.7476 1.5256
C -0.9040 -1.0396 2.7364
C -1.8826 -0.8772 3.8847
C -1.3313 -0.0107 5.0325
C 0.1165 -0.2857 5.4568
N 1.1425 0.2087 4.5198
C 1.4286 1.4890 4.2726
N 2.1973 1.7881 3.2232
N 0.9772 2.4478 5.0725
C -0.3794 0.2781 2.1891
O -0.8362 1.3678 2.4087
O 0.6350 0.0580 1.3412
H -2.3186 -1.4026 1.2992
H -1.4486 -2.7444 1.7003
H -0.0297 -1.5991 3.0701
H -2.1359 -1.8724 4.2599
H -2.8060 -0.4266 3.5158
H -1.9523 -0.1763 5.9142
H -1.4376 1.0414 4.7705
H 0.2987 -1.3558 5.5604
H 0.3077 0.1353 6.4460
H 1.6682 -0.4646 3.9829
H 2.1703 1.1795 2.4136
H 2.4092 2.7523 3.0092
H 0.5286 2.2351 5.9462
H 1.0593 3.4154 4.8103
O -3.4440 0.5167 1.0438
C -4.1515 0.6466 -0.1459
C -5.4541 1.1024 -0.0861
C -6.2136 1.1665 -1.2461
C -5.6783 0.7720 -2.4642
C -4.3796 0.2992 -2.5223
C -3.6057 0.2335 -1.3653
C -2.2563 -0.3372 -1.4280
O -1.2917 0.2138 -0.6539
N -1.9850 -1.3533 -2.1565
N -0.6307 -1.7339 -2.0056
C -0.1864 -2.3320 -3.0806
S 1.4395 -2.9068 -3.1801
C 1.1789 -3.8528 -4.7103
C 0.1835 -3.0750 -5.5441
S -1.1798 -2.5450 -4.4700
H -2.7003 1.1356 1.0521
H -5.8620 1.3990 0.8704
H -7.2316 1.5289 -1.1959
H -6.2744 0.8275 -3.3642
H -3.9473 -0.0249 -3.4600
H 0.8102 -4.8425 -4.4471
H 2.1457 -3.9425 -5.2027
H -0.2414 -3.6945 -6.3327
H 0.6326 -2.1847 -5.9832
Ge 1.8695 0.6101 -1.6424
C 1.0457 0.9056 -3.3817
C -0.2347 1.4477 -3.5084
C -0.8198 1.5998 -4.7569
C -0.1324 1.2077 -5.8982
C 1.1445 0.6756 -5.7876
C 1.7286 0.5224 -4.5362
C 2.1634 2.1995 -0.5446
C 3.4471 2.4904 -0.0813
C 3.6812 3.6084 0.7132
C 2.6285 4.4482 1.0541
C 1.3410 4.1601 0.6112
C 1.1126 3.0411 -0.1755
H 3.2590 -0.0150 -1.8782
H -0.7846 1.7656 -2.6294
H -1.8077 2.0345 -4.8426
H -0.5839 1.3353 -6.8734
H 1.6951 0.3997 -6.6788
H 2.7321 0.1182 -4.4635
H 4.2832 1.8609 -0.3662
H 4.6873 3.8381 1.0402
H 2.8145 5.3408 1.6388
H 0.5202 4.8179 0.8665
H 0.1015 2.8301 -0.5066
*
```

---

In terms of stability, (Q) leads; the second structure lies 39.1 kcal/mol higher.

---

(P)
A structure of composition C4H5O3S, computed with ωB97M-V/def2-TZVPD.

Properties
LUMO	3.82	eV

Geometry as ORCA input:
```
! RIJCOSX wB97M-V def2-TZVPD def2/J DEFGRID3
* xyz -1 1
C 0.4731 -0.6206 0.5891
C -0.9038 -1.8358 -0.0279
C -0.6763 1.1709 -0.9064
C 0.6167 0.6342 -0.1577
O -1.9650 -1.6130 0.5206
O -0.4144 -2.4851 -0.9406
O 2.0866 0.0851 2.6830
S 1.1469 -0.9381 2.0221
H -1.5215 1.5105 -0.2662
H -0.8968 0.2045 -1.3868
H -0.3221 1.9329 -1.5812
H 1.3361 0.5445 -1.1281
H 1.0405 1.4098 0.5801
*
```

---

(Q)
A structure of composition C4H5O3S, computed with ωB97M-V/def2-TZVPD.

Properties
LUMO (alpha / beta)	3.65 / 3.65	eV

Geometry as ORCA input:
```
! RIJCOSX wB97M-V def2-TZVPD def2/J DEFGRID3
* xyz -1 1
C -2.1882 -0.1955 -0.1763
C 1.3507 1.2030 -0.7149
C -0.9854 -0.1405 -0.6958
C 0.2244 -0.6729 -0.5871
O 2.4125 -0.5265 1.5778
O 0.9802 -1.5730 -0.8659
O 0.0052 -1.2169 1.5700
S 1.0044 -0.0991 1.5883
H -2.9083 0.5321 -0.4725
H -2.4252 -0.5599 0.8497
H 1.0498 1.7432 0.1471
H 2.4085 1.0160 -0.5516
H -0.9287 0.4899 -1.6688
*
```

---

In terms of stability, (P) leads; the second structure lies 122.0 kcal/mol higher.